(1)
{
  "formula": "C38H48ClNO2Ru",
  "method": "ωB97M-V with the def2-TZVPD basis set",
  "homo_ha": [-0.4899, -0.4899],
  "e_above_lowest_kcal_mol": 14.8,
  "e_lumo_ev": [-7.702, -7.691],
  "largest_force_ha_per_bohr": 0.0382,
  "energy_ev": -60858.7185,
  "orbital_gap_ev": [5.630, 5.640],
  "charge": 2,
  "elements": ["Ru", "C", "C", "C", "C", "C", "C", "C", "C", "C", "C", "C", "C", "C", "C", "C", "C", "C", "H", "H", "H", "H", "H", "H", "H", "H", "H", "H", "H", "H", "H", "H", "H", "H", "H", "H", "H", "H", "H", "H", "H", "H", "H", "H", "H", "H", "H", "Cl", "C", "C", "C", "C", "C", "C", "C", "H", "H", "H", "H", "H", "H", "C", "O", "C", "C", "C", "C", "C", "C", "N", "C", "C", "C", "C", "C", "C", "C", "O", "H", "H", "H", "H", "H", "H", "H", "H", "H", "H", "H", "H", "H"],
  "positions_angstrom": [[-0.453898, 0.475465, -0.378567], [0.132875, 2.440310, 0.444534], [1.395173, 1.864455, 0.109385], [1.543931, 0.650656, 0.898684], [0.354958, 0.549869, 1.668672], [-0.464974, 1.723802, 1.491642], [-1.624594, 2.171249, 2.361446], [-1.825708, 1.185795, 3.517379], [-1.272077, 3.561277, 2.920550], [-2.917802, 2.267689, 1.544433], [2.624107, -0.437582, 1.116707], [2.177760, -1.723806, 0.416221], [4.039020, -0.120660, 0.625740], [2.725362, -0.694018, 2.630567], [2.250736, 2.512251, -0.979093], [2.342488, 1.555899, -2.178932], [3.645117, 2.919137, -0.472940], [1.596002, 3.808111, -1.478058], [-0.198146, 3.410517, 0.117794], [0.159144, -0.221241, 2.397152], [-0.920305, 1.071601, 4.120640], [-2.133318, 0.198593, 3.156478], [-2.612996, 1.556884, 4.175263], [-0.372491, 3.528245, 3.541544], [-2.096991, 3.919506, 3.540061], [-1.111575, 4.288409, 2.122165], [-3.102494, 1.354461, 0.977794], [-2.882102, 3.107019, 0.848619], [-3.764502, 2.420390, 2.217710], [2.184897, -1.602640, -0.668056], [1.181223, -2.026138, 0.727328], [2.878826, -2.525473, 0.670683], [4.090413, 0.098276, -0.437998], [4.652533, -1.005379, 0.803083], [4.493973, 0.695153, 1.187246], [1.864283, -1.235662, 3.022757], [2.837245, 0.238053, 3.191637], [3.609906, -1.303283, 2.824180], [2.848845, 0.619560, -1.938785], [2.887732, 2.039287, -2.992433], [1.342277, 1.321886, -2.553063], [4.216703, 2.114727, -0.037162], [3.562904, 3.719382, 0.267825], [4.211469, 3.310798, -1.319813], [0.624126, 3.637024, -1.942685], [2.250413, 4.257521, -2.226057], [1.477979, 4.538351, -0.673496], [-3.714952, 6.449871, -3.454054], [-3.221473, 4.879767, -2.947631], [-2.041892, 4.342035, -3.440487], [-1.655488, 3.080088, -3.024470], [-2.416506, 2.357575, -2.107570], [-1.978586, 1.014318, -1.692190], [-3.615507, 2.902744, -1.662508], [-4.020133, 4.161443, -2.070979], [-1.448900, 4.905016, -4.150476], [-0.750778, 2.638926, -3.435566], [-1.445807, 0.463388, -2.488937], [-2.774493, 0.437623, -1.218832], [-4.257511, 2.326966, -1.002573], [-4.958506, 4.581699, -1.731976], [1.327749, -5.713474, 0.248420], [0.179661, -4.851818, 0.188194], [-0.205621, -4.229714, 1.314102], [0.511097, -4.239690, 2.506890], [0.018536, -3.583537, 3.624671], [-1.204240, -2.920432, 3.585665], [-1.931497, -2.936399, 2.411745], [-1.429412, -3.567291, 1.285397], [-2.320839, -3.724832, 0.165670], [-2.118686, -3.834225, -1.107309], [-0.998832, -3.411252, -1.912416], [-0.693129, -4.195721, -3.039252], [0.270139, -3.804793, -3.932991], [0.890205, -2.566804, -3.748307], [0.566766, -1.767245, -2.669566], [-0.363151, -2.176766, -1.716495], [-0.741635, -1.400932, -0.680411], [1.405295, -6.167383, -0.731915], [1.189108, -6.485312, 1.002920], [2.229495, -5.140085, 0.456288], [1.445947, -4.778428, 2.568219], [0.590320, -3.608113, 4.543989], [-1.598797, -2.430865, 4.466690], [-2.910649, -2.467914, 2.364822], [-3.274343, -3.907886, 0.454294], [-2.963988, -4.268802, -1.635914], [-1.216120, -5.136715, -3.181407], [0.527264, -4.431284, -4.775406], [1.619077, -2.218267, -4.470499], [1.052360, -0.811202, -2.536626]],
  "forces_ev_per_angstrom": [[0.88, -0.68, 0.62], [-0.02, 0.72, 0.33], [-0.24, -0.29, -0.78], [0.11, -0.06, -0.39], [-0.77, 0.25, -0.03], [-0.39, -0.33, -0.05], [-0.02, -0.23, -0.06], [-0.01, -0.01, 0.02], [0.04, -0.04, 0.07], [0.02, 0.13, 0.10], [-0.01, 0.22, -0.32], [0.11, -0.14, 0.03], [-0.01, 0.04, 0.09], [0.02, 0.06, 0.12], [0.08, -0.12, -0.08], [0.18, 0.03, 0.03], [-0.08, 0.15, 0.06], [-0.01, 0.05, 0.01], [-0.09, -0.07, -0.19], [-0.08, -0.04, -0.09], [-0.06, 0.02, -0.05], [0.04, 0.05, 0.00], [0.02, -0.02, -0.03], [-0.06, -0.01, -0.05], [0.05, -0.02, -0.03], [-0.03, -0.04, 0.03], [-0.02, -0.07, 0.03], [0.02, -0.06, -0.01], [0.06, 0.06, -0.04], [0.04, -0.02, 0.05], [-0.06, -0.04, 0.04], [-0.06, 0.07, -0.03], [-0.01, -0.01, 0.02], [-0.02, 0.02, -0.02], [-0.03, -0.05, 0.00], [-0.01, 0.00, -0.01], [0.02, -0.06, -0.04], [-0.06, 0.00, 0.00], [-0.03, 0.03, 0.00], [0.01, -0.04, 0.05], [-0.06, 0.03, -0.04], [-0.01, 0.01, -0.06], [0.00, -0.06, -0.05], [-0.01, 0.02, 0.05], [0.04, 0.01, 0.04], [-0.04, -0.02, 0.00], [0.03, -0.04, -0.06], [0.03, -0.10, 0.03], [-0.06, 0.26, -0.07], [0.24, -0.17, -0.05], [0.25, 0.24, -0.30], [0.26, -0.80, -0.19], [0.04, 1.79, 0.81], [-0.46, 0.13, 0.17], [-0.14, -0.18, 0.16], [-0.03, -0.05, 0.04], [-0.08, 0.05, 0.03], [0.37, -0.05, 0.09], [-0.04, -0.19, 0.01], [0.06, 0.09, -0.06], [0.06, -0.02, 0.00], [-0.13, 0.10, -0.01], [0.11, -0.14, -0.04], [0.23, -0.22, -0.06], [0.05, 0.08, 0.15], [0.02, 0.01, -0.01], [0.08, 0.02, 0.03], [-0.15, 0.21, 0.05], [-0.47, 0.20, -0.38], [0.11, 0.02, 0.48], [0.16, 0.08, -0.31], [-0.40, -0.35, 0.05], [-0.17, -0.09, 0.12], [0.16, 0.11, -0.07], [0.01, -0.09, -0.03], [0.12, 0.12, -0.03], [-0.36, 0.30, 0.32], [0.52, -0.70, -0.19], [-0.01, -0.02, -0.07], [-0.01, -0.04, 0.04], [0.04, 0.05, 0.02], [-0.01, 0.05, 0.01], [-0.02, -0.01, -0.02], [0.03, -0.03, -0.04], [0.07, -0.03, 0.01], [-0.01, -0.20, 0.08], [0.04, 0.04, -0.06], [0.01, 0.09, 0.00], [-0.02, 0.04, -0.01], [-0.01, -0.02, 0.06], [0.04, 0.07, -0.05]]
}



(2)
{
  "formula": "C24H27N3OS",
  "method": "ωB97M-V with the def2-TZVPD basis set",
  "homo_ha": -0.2685,
  "smiles": "CCCCc1ccc(NC(=S)Nc2ccc(Nc3ccc(OC)cc3)cc2)cc1",
  "e_lumo_ev": 0.589,
  "largest_force_ha_per_bohr": 0.0183,
  "energy_ev": -42679.7976,
  "orbital_gap_ev": 7.895,
  "elements": ["C", "C", "C", "C", "C", "C", "C", "C", "N", "C", "S", "N", "C", "C", "C", "C", "N", "C", "C", "C", "C", "O", "C", "C", "C", "C", "C", "C", "C", "H", "H", "H", "H", "H", "H", "H", "H", "H", "H", "H", "H", "H", "H", "H", "H", "H", "H", "H", "H", "H", "H", "H", "H", "H", "H", "H"],
  "positions_angstrom": [[-9.643559, -1.440408, 0.002167], [-8.571417, -2.105708, -0.853089], [-7.249128, -1.339255, -0.863961], [-6.529164, -1.356104, 0.490337], [-5.216632, -0.636308, 0.388700], [-4.047928, -1.318046, 0.072722], [-2.850792, -0.645497, -0.064488], [-2.792630, 0.737630, 0.102000], [-1.541276, 1.343153, -0.023565], [-1.201793, 2.638859, -0.224192], [-2.232531, 3.875875, -0.601225], [0.129456, 2.926952, -0.183339], [1.213137, 2.150456, 0.239711], [1.125880, 1.227600, 1.282173], [2.234475, 0.501172, 1.663107], [3.470299, 0.675768, 1.033039], [4.546081, -0.068011, 1.464754], [5.783125, -0.238877, 0.852942], [5.934360, -0.286258, -0.529116], [7.179275, -0.480681, -1.102383], [8.302383, -0.652575, -0.302570], [9.573483, -0.845692, -0.760563], [9.788267, -0.868193, -2.149612], [8.148566, -0.644371, 1.084635], [6.911355, -0.441211, 1.651378], [3.566245, 1.647281, 0.032646], [2.455960, 2.363254, -0.357119], [-3.954990, 1.426140, 0.431719], [-5.145884, 0.739259, 0.566132], [-9.800674, -0.412614, -0.318089], [-10.586018, -1.975591, -0.090525], [-9.361266, -1.435410, 1.051808], [-8.397535, -3.122318, -0.492182], [-8.936591, -2.178610, -1.880385], [-7.431239, -0.303203, -1.157855], [-6.587396, -1.781744, -1.612815], [-7.153370, -0.870400, 1.241369], [-6.365306, -2.392182, 0.794942], [-4.073682, -2.389780, -0.064257], [-1.948422, -1.192498, -0.304674], [-0.770281, 0.686710, -0.080310], [0.350342, 3.848671, -0.536463], [0.201348, 1.102136, 1.825368], [2.150939, -0.205617, 2.476467], [4.466892, -0.449104, 2.395971], [5.069897, -0.195106, -1.168119], [7.252838, -0.507616, -2.178117], [9.499533, 0.078866, -2.617588], [10.858463, -1.021057, -2.280041], [9.245717, -1.690193, -2.628438], [9.021677, -0.797009, 1.698647], [6.808579, -0.437404, 2.727211], [4.522384, 1.860798, -0.417237], [2.547984, 3.113619, -1.128812], [-3.929067, 2.491932, 0.579574], [-6.040368, 1.288503, 0.821633]],
  "forces_ev_per_angstrom": [[0.11, -0.20, -0.11], [0.02, 0.24, -0.04], [-0.16, -0.33, 0.16], [-0.03, 0.13, -0.34], [-0.03, -0.06, 0.16], [-0.08, 0.07, 0.06], [0.11, 0.20, -0.04], [-0.57, -0.20, 0.03], [0.94, 0.04, -0.02], [-0.07, 0.12, -0.24], [-0.32, 0.43, -0.12], [0.03, 0.15, -0.07], [0.36, -0.35, 0.11], [0.03, 0.22, -0.04], [0.20, -0.04, -0.14], [-0.35, 0.28, -0.09], [-0.04, -0.34, 0.62], [0.32, -0.07, -0.30], [-0.15, 0.00, 0.30], [0.39, -0.03, -0.11], [-0.08, -0.01, 0.09], [-0.09, 0.02, 0.31], [0.03, -0.01, -0.20], [0.10, -0.06, -0.25], [-0.08, 0.08, -0.14], [0.11, -0.09, 0.17], [-0.32, -0.10, 0.08], [0.05, 0.13, 0.06], [0.10, -0.24, -0.03], [-0.05, 0.13, 0.00], [-0.12, 0.01, 0.06], [-0.03, 0.05, 0.13], [0.01, -0.07, -0.07], [0.00, -0.10, 0.00], [0.04, 0.06, -0.07], [0.05, 0.08, -0.03], [0.00, -0.06, 0.08], [-0.04, -0.02, 0.07], [0.00, -0.12, -0.01], [0.08, -0.05, -0.04], [-0.14, 0.13, 0.08], [-0.23, -0.13, 0.10], [-0.06, 0.00, 0.03], [-0.01, -0.10, 0.06], [0.00, 0.06, -0.17], [-0.06, 0.02, -0.05], [0.05, -0.01, -0.09], [0.00, -0.04, 0.01], [-0.08, 0.01, -0.05], [0.01, 0.04, 0.01], [0.10, -0.02, 0.08], [0.00, 0.04, 0.11], [0.06, 0.01, -0.06], [0.01, 0.06, -0.11], [0.01, -0.02, 0.01], [-0.11, 0.07, 0.04]]
}